# 1
Here is C25H28NO16S2 as an isolated structure from the Open Molecules 2025 dataset. Energies are from wB97M-V/def2-TZVPD.

```
72
Properties=species:S:1:pos:R:3
C -1.805 4.381 -1.355
C -1.143 3.214 -0.591
C 0.083 2.678 -1.336
C 0.531 1.237 -1.036
C -0.568 0.193 -1.282
S 1.386 1.208 0.559
O 2.721 1.688 0.251
O 0.608 2.014 1.480
N 1.395 -0.352 0.910
S 1.387 -0.844 2.419
O 1.951 -2.189 2.403
O 1.954 0.082 3.370
C -0.322 -1.124 2.887
C -1.369 -0.137 2.369
H -2.145 5.143 -0.649
H -1.082 4.871 -2.010
H -2.676 4.059 -1.928
H -1.893 2.440 -0.420
H -0.846 3.572 0.393
H 0.918 3.357 -1.144
H -0.133 2.705 -2.412
H 1.340 1.000 -1.731
H -0.439 -0.152 -2.306
H -0.497 -0.698 -0.656
H -1.574 0.609 -1.223
H -0.350 -1.205 3.974
H -0.537 -2.104 2.454
H -2.349 -0.619 2.447
H -1.388 0.780 2.955
H -1.198 0.080 1.320
C -0.484 -0.620 -5.920
C -0.650 -1.192 -7.120
C -2.014 -1.387 -7.742
O -2.044 -1.902 -8.846
C -3.183 -0.962 -7.004
C -3.019 -0.393 -5.801
C -1.653 -0.175 -5.189
O -1.626 0.366 -4.101
O -4.014 0.030 -5.040
O 0.346 -1.636 -7.873
H 0.487 -0.475 -5.468
H -4.154 -1.120 -7.450
H -3.599 0.396 -4.233
H -0.068 -1.995 -8.680
C 2.350 -5.326 -1.181
C 1.884 -4.156 -0.679
C 0.440 -3.728 -0.899
O 0.110 -2.668 -0.415
C -0.434 -4.586 -1.685
C 0.053 -5.734 -2.168
C 1.479 -6.176 -1.931
O 1.787 -7.258 -2.420
O -0.648 -6.597 -2.897
O 2.628 -3.336 0.005
H 3.371 -5.646 -1.033
H -1.452 -4.263 -1.851
H -0.023 -7.324 -3.090
H 2.126 -2.545 0.323
C 1.579 2.896 5.733
C 2.653 2.851 6.536
C 2.567 3.125 8.020
O 3.599 3.046 8.664
C 1.283 3.470 8.593
C 0.212 3.516 7.791
C 0.294 3.219 6.307
O -0.759 3.282 5.698
O -1.013 3.819 8.197
O 3.877 2.568 6.117
H 1.633 2.689 4.670
H 1.233 3.679 9.652
H -1.566 3.763 7.392
H 4.448 2.597 6.905
```

## Properties
HOMO level ... -6.064 eV
Charge ... -1
DFT total energy ... -3024.4701 Ha
Strongest force on any atom ... 0.7 eV Å⁻¹

# 2
Here is C25H29B2BrF4N5O7SeV as an isolated structure in a non-equilibrium geometry from the Open Molecules 2025 dataset. Energies are from wB97M-V/def2-TZVPD.

```
75
Properties=species:S:1:pos:R:3
V -0.692 0.619 -0.425
C -0.272 2.306 3.521
C -0.731 1.978 2.151
N 0.090 1.698 1.228
O 1.419 1.794 1.597
B 2.297 1.624 0.519
F 0.914 -0.721 -0.009
F 3.568 1.505 0.795
O 2.031 1.793 -0.796
N 0.731 1.552 -1.402
C 0.592 1.896 -2.738
C 1.777 2.632 -3.455
C -0.630 1.643 -3.262
N -1.608 1.038 -2.405
O -2.902 1.399 -2.566
B -3.316 2.397 -1.689
F -2.494 3.573 -1.907
F -4.622 2.603 -1.950
O -3.277 2.152 -0.201
N -2.168 1.809 0.350
C -2.111 1.995 1.645
C -3.342 2.319 2.537
C -1.038 2.138 -4.639
H 0.071 3.324 3.607
H 0.536 1.598 3.789
H -1.024 2.025 4.259
H 1.294 3.565 -3.777
H 2.096 2.053 -4.338
H 2.622 2.941 -2.879
H -3.098 2.600 3.544
H -4.101 1.496 2.607
H -3.839 3.170 2.000
H -1.843 2.892 -4.473
H -1.398 1.393 -5.364
H -0.132 2.537 -5.085
C 7.031 -2.238 0.207
C 5.519 -2.200 0.422
C 4.652 -2.671 -0.536
C 3.302 -2.781 -0.345
C 2.590 -3.315 -1.598
C 2.736 -2.295 0.904
Se 0.860 -2.198 1.143
C 3.625 -1.675 1.827
C 3.194 -0.966 3.051
C 5.025 -1.727 1.618
H 7.632 -1.894 1.015
H 7.249 -1.639 -0.673
H 7.346 -3.279 -0.031
H 5.032 -2.940 -1.523
H 3.285 -3.764 -2.303
H 2.033 -2.518 -2.164
H 1.920 -4.118 -1.344
H 3.926 -0.863 3.872
H 2.270 -1.389 3.452
H 2.950 0.033 2.792
H 5.717 -1.356 2.395
Br -7.348 -1.097 2.839
C -5.536 -1.542 2.781
C -4.812 -1.812 3.960
N -3.492 -2.056 3.889
C -2.908 -1.897 2.737
C -3.528 -1.676 1.489
C -4.921 -1.490 1.499
C -2.742 -1.162 0.337
O -3.262 -0.901 -0.731
O -1.513 -0.887 0.598
H -5.309 -1.846 4.945
H -1.827 -1.946 2.803
H -5.500 -1.223 0.607
C -2.019 -1.074 -3.890
C -1.440 -0.386 -2.688
O -0.727 -0.935 -1.851
H -3.064 -0.856 -3.803
H -1.770 -2.107 -3.711
H -1.582 -0.651 -4.779
```

## Properties
HOMO level (alpha / beta) ... -7.326 / -7.505 eV
Energy above the lowest of the compared OMol25 structures with the same formula, charge and spin ... 232.4 kJ/mol
Spin multiplicity ... 3
<S²> ... 2.02
DFT total energy ... -8139.3051 Ha
Strongest force on any atom ... 2.7 eV Å⁻¹

# 3
Here is C25H29BN9OPS5Tb as an isolated structure from the Open Molecules 2025 dataset. Energies are from wB97M-V/def2-TZVPD.

```
72
Properties=species:S:1:pos:R:3
Tb -0.208 0.880 0.459
S 1.280 1.707 -1.909
C 0.188 1.346 -3.215
C 0.811 0.904 -4.443
N 1.410 0.493 -5.340
C -1.161 1.384 -3.086
S -1.979 1.747 -1.601
C -1.980 1.088 -4.246
N -2.631 0.847 -5.164
B -0.717 3.971 2.022
N -1.081 2.882 3.067
C -1.364 2.976 4.370
C -1.568 1.699 4.869
C -1.373 0.865 3.766
N -1.090 1.588 2.685
N 0.809 3.840 1.716
C 1.810 4.704 1.907
C 2.993 4.116 1.488
C 2.600 2.853 1.044
N 1.285 2.699 1.184
H -0.936 5.071 2.480
H -1.331 3.725 1.001
H -1.402 3.941 4.849
H -1.808 1.414 5.879
H -1.410 -0.212 3.702
H 1.611 5.678 2.325
H 3.982 4.539 1.497
H 3.193 2.054 0.626
S 0.126 -3.556 2.388
C 0.337 -2.103 1.586
S 1.212 -0.767 2.267
S -0.340 -1.862 -0.018
C 4.334 -1.579 -3.363
N 3.079 -2.416 -3.101
C 3.460 -3.638 -2.267
N 4.123 -3.254 -1.072
C 5.302 -2.458 -1.397
N 4.994 -1.244 -2.149
C 4.193 -0.297 -1.337
P 2.530 -0.942 -0.748
C 2.022 -1.603 -2.403
C 3.223 -2.561 -0.116
H 3.999 -0.694 -3.901
H 4.973 -2.196 -3.997
H 2.706 -2.717 -4.001
H 4.111 -4.245 -2.898
H 2.533 -4.167 -2.052
H 5.985 -3.072 -1.991
H 5.798 -2.176 -0.470
H 4.019 0.610 -1.918
H 4.784 -0.027 -0.460
H 1.767 -0.771 -3.059
H 1.151 -2.244 -2.266
H 2.402 -3.227 0.157
H 3.779 -2.362 0.801
C -4.233 1.790 1.239
C -3.749 0.393 0.979
O -2.565 0.158 0.837
C -4.716 -0.743 0.896
C -6.077 -0.561 1.116
C -6.944 -1.641 1.036
C -6.446 -2.902 0.733
C -5.086 -3.086 0.516
C -4.218 -2.009 0.598
H -3.409 2.487 1.108
H -4.602 1.863 2.266
H -5.050 2.045 0.563
H -6.465 0.422 1.352
H -8.003 -1.500 1.209
H -7.123 -3.745 0.668
H -4.697 -4.070 0.287
H -3.151 -2.131 0.448
```

## Properties
HOMO level (alpha / beta) ... -4.315 / -4.308 eV
Energy above the lowest of the compared OMol25 structures with the same formula, charge and spin ... 209.4 kJ/mol
Spin multiplicity ... 7
<S²> ... 12.61
Charge ... -1
DFT total energy ... -4719.8558 Ha
Strongest force on any atom ... 0.6 eV Å⁻¹